Record 1
Density functional theory data (wB97M-V/def2-TZVPD) for a single C22H26N4O4 molecule at a distorted geometry.

```
56
Properties=species:S:1:pos:R:3
C -0.21 -4.23 6.78
C -0.16 -5.58 6.17
C -0.08 -5.89 4.87
C -0.03 -4.92 3.76
O -0.06 -3.71 3.88
N 0.04 -5.55 2.54
C 0.10 -4.99 1.26
C 0.09 -3.62 1.03
C 0.15 -3.14 -0.28
C 0.22 -4.03 -1.35
C 0.23 -5.39 -1.11
C 0.17 -5.87 0.18
H 0.18 -6.94 0.35
H 0.29 -6.08 -1.94
H 0.27 -3.66 -2.37
C 0.14 -1.71 -0.51
N 0.07 -0.85 0.44
O 0.08 0.42 -0.04
C 0.16 0.44 -1.49
C -1.04 1.22 -2.03
N -0.56 2.57 -2.25
C -1.33 3.41 -3.01
O -2.42 3.05 -3.42
C -0.76 4.75 -3.28
C -0.39 5.61 -2.35
C 0.12 6.99 -2.60
C -0.74 8.03 -1.89
H -1.76 7.99 -2.25
H -0.74 7.85 -0.82
H -0.34 9.03 -2.07
H 1.14 7.05 -2.23
H 0.13 7.19 -3.68
H -0.45 5.33 -1.30
H -0.78 5.04 -4.33
C 0.86 2.71 -2.00
C 1.37 1.27 -1.92
H 2.20 1.16 -1.22
H 1.70 0.94 -2.91
H 1.34 3.27 -2.81
C 1.20 3.48 -0.71
O 2.12 4.27 -0.68
N 0.40 3.23 0.35
H -0.19 2.41 0.36
H 0.66 3.63 1.23
H -1.88 1.21 -1.33
H -1.40 0.81 -2.98
C 0.21 -1.05 -1.87
H -0.64 -1.34 -2.49
H 1.13 -1.31 -2.39
H 0.03 -2.93 1.84
H 0.05 -6.56 2.55
H -0.05 -6.93 4.59
H -0.18 -6.41 6.88
H -0.18 -3.46 6.02
H -1.12 -4.13 7.36
H 0.63 -4.10 7.46
```

Output
Structure (SMILES): C/C=C\C(=O)Nc1cccc(C2=NO[C@]3(C2)C[C@H](C(N)=O)N(C(=O)/C=C/CC)C3)c1
Highest occupied orbital energy: -8.674 eV
Maximum force: 1.1 eV Å⁻¹
DFT total energy: -37385.913 eV
Frontier orbital gap: 9.0 eV
Lowest unoccupied orbital energy: 0.34 eV

Record 2
Density functional theory data (wB97M-V/def2-TZVPD) for a molecular structure, C22H26N5O2Re.

```
56
Properties=species:S:1:pos:R:3
Re 0.20 0.04 0.42
C 1.18 -0.09 -2.63
O 0.18 0.39 -1.63
C -1.03 0.91 -2.13
C -1.17 1.45 -3.39
C -2.44 1.90 -3.74
C -3.52 1.79 -2.86
C -3.36 1.25 -1.60
C -2.08 0.82 -1.23
N -1.74 0.23 0.00
N -2.76 -0.16 0.72
C -2.60 -1.12 1.62
C -1.43 -2.01 1.61
O -0.36 -1.72 0.92
C -1.46 -3.23 2.29
C -2.55 -3.52 3.07
C -3.67 -2.65 3.22
C -4.72 -2.98 4.06
C -5.82 -2.13 4.18
C -5.87 -0.96 3.44
C -4.84 -0.62 2.58
C -3.72 -1.45 2.47
H 0.64 -0.63 -3.40
H 1.71 0.77 -3.02
H 1.85 -0.75 -2.09
H -0.35 1.53 -4.08
H -2.59 2.33 -4.72
H -4.50 2.16 -3.16
H -4.18 1.16 -0.91
H -0.63 -3.91 2.19
H -2.56 -4.46 3.62
H -4.69 -3.91 4.62
H -6.63 -2.40 4.84
H -6.73 -0.31 3.53
H -4.90 0.29 1.99
C 3.31 2.32 2.89
N 2.31 1.32 2.46
C 2.44 0.81 1.13
C 1.16 1.09 3.10
N 0.15 0.57 2.33
N 0.97 1.37 4.38
C -0.38 1.46 4.94
C 2.06 1.36 5.37
H 3.61 2.90 2.01
H 4.19 1.84 3.32
H 2.86 3.00 3.60
H 3.46 0.93 0.79
H 1.83 1.42 0.39
H 2.23 -0.29 1.05
H -0.68 0.36 2.87
H -1.03 2.04 4.28
H -0.32 2.00 5.88
H -0.81 0.48 5.14
H 2.98 0.96 4.94
H 1.76 0.70 6.19
H 2.24 2.35 5.77
```

Output
Total charge: +3
Spin multiplicity: 2
Highest occupied orbital energy (spin up / spin down): -16.867 / -17.105 eV
Maximum force: 0.7 eV Å⁻¹
DFT total energy: -36882.321 eV
Frontier orbital gap (spin up / spin down): 6.1 / 5.4 eV
Lowest unoccupied orbital energy (spin up / spin down): -10.81 / -11.68 eV
<S²>: 0.92

Record 3
Density functional theory data (wB97M-V/def2-TZVPD) for a molecular structure, C22H26N6O2S2 at a distorted geometry.

```
58
Properties=species:S:1:pos:R:3
C -5.33 -0.48 0.00
N -3.88 -0.62 -0.57
C -3.11 0.35 -1.33
N -2.03 -0.29 -1.52
N -2.01 -1.64 -1.05
C -3.25 -1.75 -0.29
S -3.68 -3.13 0.85
C -1.89 -3.39 0.97
C -1.22 -2.09 1.43
O -1.76 -1.29 2.08
N 0.09 -1.81 1.31
C 0.89 -2.82 0.43
H 0.57 -4.08 0.34
C 1.28 -2.22 -0.82
N 1.90 -1.04 -0.84
C 3.22 -0.97 -0.48
C 4.14 -1.89 -1.37
C 5.44 -1.68 -1.30
C 6.20 -0.61 -0.59
C 5.27 0.13 0.39
C 3.88 -0.03 0.15
H 3.23 0.72 1.04
H 5.75 0.91 0.99
H 7.11 -0.59 -0.32
H 6.08 -2.08 -2.27
H 3.75 -2.40 -2.13
C 1.06 -0.32 0.04
H 1.53 1.02 0.07
C 0.69 -0.74 1.55
H 0.13 -0.11 2.07
H 1.72 -0.72 1.95
H 0.07 -0.08 -0.63
H 1.90 -2.95 -1.43
H 0.28 -2.28 -1.39
H 1.91 -3.07 1.07
H -1.39 -3.65 0.24
H -1.87 -4.12 1.74
C -3.69 1.63 -1.47
H -2.99 2.00 -2.47
H -4.80 1.70 -2.10
C -3.61 2.52 -0.40
N -2.55 2.73 0.34
C -1.52 3.40 -0.37
O -1.63 4.05 -1.31
C -0.25 3.43 0.25
C 1.23 3.72 -0.16
C 2.20 3.48 0.82
C 1.82 2.90 1.99
S 0.02 2.84 1.84
H 2.12 2.87 2.87
H 3.17 3.89 0.54
H 1.22 4.25 -1.18
H -1.99 1.99 0.65
H -3.84 3.51 -0.85
H -4.33 2.25 0.30
H -5.86 -1.33 0.00
H -5.39 -0.29 0.91
H -5.97 0.30 -0.59
```

Output
Highest occupied orbital energy: -7.472 eV
Maximum force: 15.7 eV Å⁻¹
DFT total energy: -57924.836 eV
Frontier orbital gap: 7.3 eV
Lowest unoccupied orbital energy: -0.21 eV

Record 4
Density functional theory data (wB97M-V/def2-TZVPD) for a molecular structure, C22H27AuBrN3O3S2.

```
59
Properties=species:S:1:pos:R:3
Au -0.76 -0.04 0.35
C 0.86 0.73 5.52
C 1.32 0.44 4.12
C 2.66 0.35 3.77
C 3.04 0.10 2.46
C 2.05 -0.04 1.51
Br 2.48 -0.36 -0.29
N 0.75 0.04 1.83
C 0.39 0.28 3.10
H 1.70 0.76 6.20
H 0.16 -0.03 5.86
H 0.35 1.69 5.56
H 3.42 0.47 4.53
H 4.08 0.04 2.17
H -0.67 0.38 3.28
C 0.40 8.14 -0.44
C 0.10 6.70 -0.16
C 1.09 5.83 0.26
C 0.81 4.51 0.61
C 1.89 3.58 1.07
C -0.52 4.08 0.51
C -1.54 4.93 0.08
C -2.96 4.43 0.00
C -1.21 6.23 -0.26
C -0.85 2.69 0.90
O -1.33 2.28 1.93
O -0.55 1.84 -0.11
H 1.47 8.30 -0.61
H 0.10 8.76 0.41
H -0.14 8.50 -1.31
H 2.12 6.18 0.32
H 2.82 4.12 1.23
H 2.08 2.80 0.33
H 1.62 3.09 2.01
H -3.04 3.56 -0.65
H -3.62 5.21 -0.40
H -3.34 4.15 0.98
H -1.99 6.90 -0.60
S -2.74 -0.05 -0.80
C -2.35 -0.96 -2.26
N -2.82 -2.22 -2.34
C -2.68 -2.97 -3.45
C -2.02 -2.44 -4.52
C -1.54 -1.13 -4.37
N -1.70 -0.41 -3.27
H -3.32 -2.58 -1.54
H -3.11 -3.96 -3.44
H -1.88 -3.00 -5.43
H -1.01 -0.64 -5.18
C 0.95 -3.90 0.68
S -0.17 -2.93 1.67
C -1.33 -4.18 2.16
O -0.99 -2.11 0.62
H 1.44 -4.62 1.35
H 1.70 -3.23 0.26
H 0.40 -4.41 -0.10
H -0.83 -4.83 2.88
H -1.64 -4.75 1.29
H -2.17 -3.68 2.63
```

Output
Total charge: +2
Highest occupied orbital energy: -12.801 eV
Maximum force: 0.6 eV Å⁻¹
DFT total energy: -129255.370 eV
Frontier orbital gap: 5.3 eV
Lowest unoccupied orbital energy: -7.47 eV